A 3-piece molecular cluster, C4H10O2 overall at a distorted geometry. Source: the Open Molecules 2025 dataset; level of theory: ωB97M-V with the def2-TZVPD basis set.

```
! RIJCOSX wB97M-V def2-TZVPD def2/J DEFGRID3
* xyz 0 1
C -0.149 2.375 -1.897
C -1.063 1.697 -1.122
C -2.325 1.432 -1.754
C -2.878 0.122 -1.709
H -0.611 2.818 -2.867
H 0.994 2.432 -1.971
H -0.684 0.969 -0.344
H -2.949 2.208 -2.156
H -3.863 -0.124 -1.581
H -2.190 -0.518 -1.120
O 3.619 -0.476 2.328
H 3.518 -0.080 1.474
H 2.714 -0.585 2.577
O 1.970 -3.769 3.255
H 1.047 -4.208 3.225
H 2.848 -4.292 3.662
*
```

Values from the calculation:
**SMILES**: C=CC=C.O.O
**Relative energy (zero: lowest compared OMol25 entry of this formula, charge and spin)**: 96.8 kcal per mole
**Molecular weight**: 90.122 g mol⁻¹
**Gap between HOMO and LUMO**: 9.186 eV



C33H43KN8O as an isolated structure. Source: the Open Molecules 2025 dataset; level of theory: ωB97M-V with the def2-TZVPD basis set.

```
! RIJCOSX wB97M-V def2-TZVPD def2/J DEFGRID3
* xyz 0 1
K 0.268 1.426 0.111
C -0.527 1.839 4.211
C -0.905 0.947 3.061
O -0.158 0.103 2.592
N -2.171 1.134 2.564
C -2.792 0.170 1.669
C -3.507 0.824 0.511
C -4.886 1.002 0.538
C -5.515 1.598 -0.543
C -4.746 1.993 -1.623
C -3.378 1.777 -1.565
N -2.761 1.211 -0.529
H 0.492 2.191 4.060
H -0.565 1.246 5.128
H -1.196 2.694 4.312
H -2.770 1.791 3.036
H -3.494 -0.463 2.218
H -1.989 -0.462 1.294
H -5.456 0.669 1.397
H -6.587 1.748 -0.542
H -5.191 2.456 -2.493
H -2.742 2.081 -2.391
C -1.275 4.363 0.766
N -0.180 4.214 -0.179
C -0.587 4.675 -1.493
C 1.004 4.951 0.276
C 1.681 4.392 1.523
C 2.280 5.314 2.384
C 3.041 4.877 3.461
C 3.186 3.511 3.669
C 2.537 2.614 2.816
C 1.750 2.997 1.711
H -1.603 5.413 0.855
H -0.945 4.023 1.750
H -2.130 3.760 0.449
H -0.841 5.749 -1.508
H -1.471 4.122 -1.825
H 0.222 4.512 -2.210
H 0.739 6.013 0.432
H 1.724 4.927 -0.548
H 2.162 6.384 2.215
H 3.515 5.592 4.124
H 3.791 3.154 4.499
H 2.644 1.551 3.048
N 3.178 1.517 -0.712
C 3.927 0.622 -1.594
C 2.967 0.040 -2.629
C 2.423 1.095 -3.595
C 1.009 0.782 -4.069
N 0.040 1.095 -3.006
H 3.769 2.103 -0.136
H 2.618 0.987 -0.056
H 4.435 -0.191 -1.063
H 4.702 1.202 -2.100
H 2.124 -0.412 -2.094
H 3.460 -0.762 -3.187
H 3.088 1.194 -4.457
H 2.406 2.061 -3.081
H 0.925 -0.285 -4.290
H 0.799 1.316 -5.001
H -0.853 0.656 -3.192
H -0.119 2.097 -2.972
N 0.901 -6.213 0.130
C 0.500 -7.528 0.026
C 1.142 -8.735 0.290
C 0.412 -9.885 0.062
C -0.910 -9.835 -0.413
C -1.536 -8.633 -0.672
C -0.815 -7.460 -0.448
N -1.192 -6.139 -0.625
C -0.152 -5.437 -0.276
C -0.096 -3.966 -0.316
C -1.182 -3.257 -0.815
C -1.113 -1.877 -0.858
N -0.057 -1.173 -0.446
C 0.976 -1.860 0.032
C 1.006 -3.243 0.118
H 1.800 -5.887 0.435
H 2.160 -8.776 0.657
H 0.869 -10.848 0.253
H -1.444 -10.762 -0.578
H -2.554 -8.587 -1.039
H -2.054 -3.795 -1.160
H -1.943 -1.295 -1.248
H 1.830 -1.279 0.370
H 1.883 -3.727 0.527
*
```

Values from the calculation:
**Relative energy (zero: lowest compared OMol25 entry of this formula, charge and spin)**: 14.1 kcal per mole
**Molecular weight**: 606.860 g mol⁻¹
**Gap between HOMO and LUMO**: 5.618 eV



A 2-piece molecular cluster, CH7NO overall at a distorted geometry. Source: the Open Molecules 2025 dataset; level of theory: ωB97M-V with the def2-TZVPD basis set.

```
! RIJCOSX wB97M-V def2-TZVPD def2/J DEFGRID3
* xyz 0 1
C -1.209 0.225 0.644
N -0.589 -0.314 -0.529
H -0.948 1.248 0.893
H -2.341 0.130 0.755
H -0.718 -0.277 1.496
H -0.717 -1.314 -0.517
H -1.036 0.152 -1.404
O 2.850 -0.208 -0.625
H 2.806 0.530 0.073
H 1.902 -0.171 -0.786
*
```

Values from the calculation:
**SMILES**: CN.O
**Relative energy (zero: lowest compared OMol25 entry of this formula, charge and spin)**: 8.8 kcal per mole
**Molecular weight**: 49.073 g mol⁻¹
**Gap between HOMO and LUMO**: 10.722 eV



One molecule with the formula C20H22N4O3S2. Source: the Open Molecules 2025 dataset; level of theory: ωB97M-V with the def2-TZVPD basis set.

```
! RIJCOSX wB97M-V def2-TZVPD def2/J DEFGRID3
* xyz 0 1
C 0.228 5.552 -6.378
C 0.250 4.198 -5.688
O 0.276 4.430 -4.292
C 0.282 3.374 -3.445
C 0.284 2.037 -3.833
C 0.292 1.037 -2.876
C 0.299 1.362 -1.532
N 0.278 0.328 -0.548
C 1.342 0.157 0.273
S 2.751 1.151 -0.004
C 3.687 0.657 1.471
C 2.815 0.839 2.712
N 2.998 -0.115 3.654
O 2.101 1.799 2.869
N 1.403 -0.706 1.239
C 0.302 -1.454 1.429
S 0.166 -2.619 2.702
C -1.445 -3.027 2.166
C -1.839 -2.312 1.083
C -0.840 -1.396 0.645
C -0.903 -0.449 -0.439
O -1.827 -0.268 -1.201
C -3.183 -2.529 0.475
C -4.085 -3.235 1.486
N -3.409 -4.410 2.013
C -4.308 -5.303 2.709
C -2.287 -4.041 2.857
C 0.285 2.694 -1.132
C 0.284 3.689 -2.083
H 1.112 6.122 -6.104
H -0.652 6.110 -6.071
H 0.209 5.419 -7.456
H -0.645 3.620 -5.957
H 1.141 3.631 -5.992
H 0.276 1.759 -4.875
H 0.283 0.001 -3.178
H 4.537 1.338 1.515
H 4.028 -0.369 1.351
H 2.379 -0.092 4.450
H 3.390 -1.007 3.412
H -3.610 -1.576 0.162
H -3.071 -3.151 -0.416
H -5.002 -3.562 0.992
H -4.361 -2.533 2.293
H -4.776 -4.837 3.592
H -5.093 -5.622 2.026
H -3.753 -6.182 3.035
H -1.701 -4.941 3.068
H -2.624 -3.629 3.832
H 0.277 2.941 -0.081
H 0.275 4.728 -1.797
*
```

Values from the calculation:
**SMILES**: CCOc1ccc(-n2c(SCC(N)=O)nc3sc4c(c3c2=O)CCN(C)C4)cc1
**Relative energy (zero: lowest compared OMol25 entry of this formula, charge and spin)**: 4.9 kcal per mole
**Molecular weight**: 430.555 g mol⁻¹
**Gap between HOMO and LUMO**: 8.386 eV



A 6-piece molecular cluster, C23H52NO16P overall. Source: the Open Molecules 2025 dataset; level of theory: ωB97M-V with the def2-TZVPD basis set.

```
! RIJCOSX wB97M-V def2-TZVPD def2/J DEFGRID3
* xyz 0 1
C -6.885 -1.811 -1.174
O -5.988 -2.637 -0.466
C -4.919 -1.961 0.160
C -4.418 -2.733 1.365
C -5.257 -2.537 2.628
P -5.511 -0.728 3.219
C -5.906 1.066 3.748
C -5.388 1.474 5.125
C -3.948 1.994 5.183
C -3.608 3.102 4.176
N -2.409 2.770 3.363
H -7.899 -2.180 -1.040
H -6.868 -0.777 -0.826
H -6.658 -1.797 -2.242
H -5.174 -0.942 0.457
H -4.091 -1.875 -0.549
H -3.361 -2.509 1.507
H -4.458 -3.791 1.100
H -4.841 -3.139 3.436
H -6.252 -2.934 2.417
H -6.730 -0.710 2.465
H -5.603 -1.185 4.572
H -4.250 -0.331 2.663
H -6.993 1.159 3.747
H -5.540 1.715 2.952
H -6.053 2.185 5.610
H -5.424 0.574 5.747
H -3.793 2.398 6.184
H -3.234 1.182 5.084
H -4.439 3.320 3.513
H -3.406 4.016 4.730
H -1.672 3.389 3.675
H -2.614 2.983 2.395
C -3.111 -2.578 -2.850
O -1.770 -2.105 -2.990
C -1.572 -1.351 -4.071
O -2.407 -1.066 -4.888
O -0.305 -0.972 -4.089
C 0.038 -0.156 -5.212
H -3.141 -3.176 -1.945
H -3.807 -1.748 -2.754
H -3.385 -3.205 -3.697
H -0.547 0.763 -5.210
H -0.124 -0.698 -6.143
H 1.086 0.081 -5.109
C 3.930 -0.657 -2.609
O 5.267 -0.130 -2.742
C 5.468 0.667 -3.790
O 4.647 0.981 -4.608
O 6.742 1.057 -3.778
C 7.098 1.929 -4.856
H 3.930 -1.271 -1.714
H 3.209 0.148 -2.489
H 3.668 -1.268 -3.472
H 6.514 2.846 -4.817
H 6.951 1.436 -5.816
H 8.150 2.162 -4.724
C 6.657 -1.798 -5.319
O 6.813 -3.128 -5.820
C 6.546 -3.257 -7.120
O 6.205 -2.373 -7.862
O 6.723 -4.535 -7.456
C 6.470 -4.819 -8.834
H 6.906 -1.831 -4.263
H 7.336 -1.117 -5.827
H 5.628 -1.464 -5.442
H 7.145 -4.254 -9.474
H 5.437 -4.592 -9.090
H 6.651 -5.882 -8.964
C 3.584 -0.290 3.367
O 2.181 -0.438 3.124
C 1.862 -0.599 1.845
O 2.658 -0.620 0.935
O 0.523 -0.717 1.773
C -0.034 -0.891 0.463
H 3.697 -0.168 4.439
H 4.125 -1.176 3.042
H 3.971 0.590 2.857
H 0.335 -1.816 0.025
H 0.204 -0.050 -0.185
H -1.112 -0.958 0.586
C 0.772 2.752 4.849
O 0.388 3.996 5.449
C 1.380 4.648 6.056
O 2.523 4.282 6.132
O 0.884 5.777 6.564
C 1.845 6.583 7.250
H -0.124 2.336 4.397
H 1.522 2.912 4.077
H 1.149 2.058 5.597
H 2.640 6.893 6.575
H 2.265 6.044 8.097
H 1.309 7.458 7.607
*
```

Values from the calculation:
**SMILES**: COCCC[PH3]CCCCN.COC(=O)OC.COC(=O)OC.COC(=O)OC.COC(=O)OC.COC(=O)OC
**Molecular weight**: 629.634 g mol⁻¹
**Gap between HOMO and LUMO**: 8.568 eV



C47H46N12PPt as an isolated structure at a distorted geometry. Source: the Open Molecules 2025 dataset; level of theory: ωB97M-V with the def2-TZVPD basis set.

```
! RIJCOSX wB97M-V def2-TZVPD def2/J DEFGRID3
* xyz -1 1
Pt 0.417 0.891 0.315
C -3.051 -0.502 5.691
C -1.795 -0.772 6.239
C -0.652 -0.702 5.468
C -0.779 -0.361 4.129
C 0.181 -0.193 3.063
N -0.476 0.274 1.966
C -1.815 0.348 2.217
N -2.773 0.707 1.381
C -2.535 1.209 0.187
C -3.574 1.598 -0.737
C -4.943 1.377 -0.749
C -5.662 1.813 -1.845
C -5.043 2.506 -2.887
C -3.680 2.736 -2.882
C -2.937 2.260 -1.811
C -1.517 2.195 -1.542
N -0.592 2.684 -2.345
C 0.708 2.511 -2.163
N 1.330 1.753 -1.214
C 2.683 1.792 -1.401
N 3.620 1.191 -0.688
C 3.367 0.513 0.414
N 2.173 0.364 1.055
C 2.354 -0.290 2.236
N 1.462 -0.501 3.184
C 3.752 -0.644 2.352
C 4.487 -1.313 3.320
C 5.838 -1.505 3.097
C 6.456 -1.043 1.932
C 5.742 -0.344 0.979
C 4.388 -0.143 1.194
C 2.965 2.624 -2.539
C 4.149 2.993 -3.158
C 4.078 3.859 -4.231
C 2.851 4.369 -4.667
C 1.663 3.996 -4.070
C 1.718 3.101 -3.009
N -1.329 1.543 -0.358
C -2.048 -0.049 3.584
C -3.191 -0.130 4.367
H -3.925 -0.579 6.325
H -1.722 -1.035 7.288
H 0.324 -0.895 5.886
H -5.417 0.850 0.065
H -6.724 1.622 -1.905
H -5.643 2.854 -3.719
H -3.196 3.267 -3.687
H 4.003 -1.668 4.217
H 6.434 -2.027 3.832
H 7.509 -1.234 1.775
H 6.213 0.036 0.086
H 5.089 2.607 -2.797
H 4.980 4.162 -4.746
H 2.838 5.074 -5.488
H 0.712 4.383 -4.408
H -4.160 0.102 3.949
N 0.122 -1.309 -0.418
P 0.262 -2.276 -1.595
N 1.819 -2.553 -2.240
C 2.672 -1.394 -2.281
C 4.115 -1.786 -1.987
C 4.572 -2.817 -3.016
C 3.613 -4.007 -3.002
C 2.172 -3.535 -3.232
N -0.801 -2.045 -2.917
C -1.054 -0.669 -3.268
C -2.503 -0.492 -3.713
C -2.801 -1.432 -4.877
C -2.471 -2.865 -4.468
C -1.008 -2.951 -4.018
N -0.125 -3.892 -1.188
C 0.826 -4.477 -0.245
C 0.182 -5.608 0.549
C -0.924 -5.054 1.452
C -1.666 -3.916 0.738
C -1.505 -4.049 -0.772
H 2.286 -0.708 -1.526
H 2.631 -0.890 -3.263
H 4.174 -2.214 -0.984
H 4.744 -0.895 -2.013
H 5.590 -3.151 -2.799
H 4.582 -2.361 -4.010
H 3.679 -4.506 -2.033
H 3.887 -4.727 -3.777
H 1.476 -4.373 -3.161
H 2.105 -3.112 -4.248
H -0.383 -0.327 -4.075
H -0.844 -0.071 -2.379
H -2.673 0.543 -4.007
H -3.165 -0.720 -2.875
H -2.188 -1.147 -5.737
H -3.850 -1.353 -5.175
H -2.644 -3.554 -5.300
H -3.111 -3.159 -3.633
H -0.359 -2.692 -4.873
H -0.763 -3.963 -3.690
H 1.195 -3.713 0.452
H 1.684 -4.858 -0.808
H 0.948 -6.113 1.143
H -0.234 -6.346 -0.142
H -0.486 -4.679 2.378
H -1.619 -5.857 1.711
H -1.246 -2.949 1.021
H -2.727 -3.920 0.996
H -2.087 -3.274 -1.273
H -1.865 -5.034 -1.105
*
```

Values from the calculation:
**Molecular weight**: 1005.021 g mol⁻¹
**Gap between HOMO and LUMO**: 4.275 eV



A 2-piece molecular cluster, C3H10O3 overall at a distorted geometry. Source: the Open Molecules 2025 dataset; level of theory: ωB97M-V with the def2-TZVPD basis set.

```
! RIJCOSX wB97M-V def2-TZVPD def2/J DEFGRID3
* xyz 0 1
O -1.752 2.750 0.231
C -0.732 1.800 -0.150
C -0.850 0.617 0.826
C -0.163 -0.640 0.255
O -0.385 -1.714 1.154
H -1.290 3.496 0.715
H -1.010 1.464 -1.249
H 0.309 2.264 -0.044
H -0.290 0.727 1.791
H -1.905 0.416 1.062
H -0.651 -0.873 -0.778
H 0.952 -0.391 0.238
H 0.349 -2.270 1.370
O 2.217 -2.227 -1.910
H 3.018 -2.297 -1.297
H 2.184 -3.121 -2.215
*
```

Values from the calculation:
**SMILES**: OCCCO.O
**Relative energy (zero: lowest compared OMol25 entry of this formula, charge and spin)**: 29.1 kcal per mole
**Molecular weight**: 94.110 g mol⁻¹
**Gap between HOMO and LUMO**: 10.327 eV



A 2-piece molecular cluster, C2H6NO2S2 overall at a distorted geometry. Source: the Open Molecules 2025 dataset; level of theory: ωB97M-V with the def2-TZVPD basis set.

```
! RIJCOSX wB97M-V def2-TZVPD def2/J DEFGRID3
* xyz -1 1
C -1.964 -0.258 0.245
S -2.774 0.547 -1.148
S -1.347 0.465 -2.651
H -1.394 -1.131 -0.051
H -2.753 -0.677 0.891
H -1.384 0.442 0.833
H -0.438 1.325 -2.138
N 2.663 -0.185 1.034
C 1.342 -0.069 0.533
O 0.795 1.049 0.687
O 0.900 -1.114 -0.011
H 3.121 -1.038 0.780
H 3.232 0.645 0.995
*
```

Values from the calculation:
**Relative energy (zero: lowest compared OMol25 entry of this formula, charge and spin)**: 17.5 kcal per mole
**Molecular weight**: 140.209 g mol⁻¹
**Gap between HOMO and LUMO**: 7.605 eV